# 1
Below is a 3-piece molecular cluster, C38H68BrCl2N4O5S overall, with properties calculated with ωB97M-V with the def2-TZVPD basis set.

Cartesian coordinates (Å):
C (1.614, -5.498, 2.750)
C (0.038, -5.298, 2.342)
C (-0.276, -5.339, 0.734)
O (-1.584, -5.466, 0.378)
O (0.709, -5.302, -0.358)
C (1.297, -3.940, -0.512)
C (0.371, -2.887, -1.336)
C (0.041, -1.453, -0.540)
C (-0.691, -1.869, 0.855)
C (1.506, -0.718, -0.382)
N (1.516, 0.642, 0.263)
Br (3.279, 1.286, -0.142)
C (1.394, 0.733, 1.741)
C (1.958, -0.586, 2.602)
C (2.121, 1.992, 2.494)
C (1.209, 2.291, 3.865)
C (0.608, 1.539, -0.560)
N (0.691, 3.015, -0.222)
C (1.042, 3.764, -1.349)
S (0.960, 4.608, -2.861)
C (-0.964, 0.974, -0.675)
C (-1.942, 2.130, -1.287)
O (-3.347, 1.731, -0.937)
C (-3.748, 2.302, 0.355)
C (-3.868, 1.306, 1.691)
C (-4.366, 1.862, 3.187)
C (-4.511, 0.801, 4.461)
C (-4.728, 3.451, 3.415)
C (-4.608, 4.429, 2.084)
C (-4.143, 3.878, 0.575)
C (-4.137, 4.999, -0.620)
C (-4.636, 4.445, -2.089)
C (-2.700, 5.848, -0.726)
C (-0.856, -0.421, -1.506)
C (-2.175, -1.050, -2.179)
Cl (-2.843, -0.089, -3.671)
C (-3.426, -1.463, -1.213)
C (-4.922, -1.053, -1.843)
Cl (-3.528, -3.357, -1.191)
H (2.238, -4.482, 2.776)
H (2.189, -6.306, 2.128)
H (1.618, -5.878, 3.881)
H (-0.349, -4.329, 2.877)
H (-0.548, -6.216, 2.831)
H (1.684, -3.558, 0.541)
H (2.288, -4.109, -1.157)
H (-0.699, -3.405, -1.453)
H (0.823, -2.637, -2.389)
H (-0.008, -2.592, 1.518)
H (-1.710, -2.439, 0.749)
H (-0.921, -0.958, 1.591)
H (2.367, -1.450, 0.007)
H (1.846, -0.523, -1.515)
H (0.234, 0.836, 2.003)
H (2.895, -1.096, 2.075)
H (1.113, -1.340, 2.895)
H (2.401, -0.213, 3.649)
H (2.153, 3.003, 1.929)
H (3.248, 1.718, 2.766)
H (0.536, 1.371, 4.132)
H (0.603, 3.310, 3.759)
H (2.021, 2.501, 4.714)
H (1.032, 1.482, -1.676)
H (-1.305, 0.851, 0.463)
H (-1.802, 2.260, -2.465)
H (-1.831, 3.200, -0.833)
H (-3.628, 0.146, 1.656)
H (-5.033, 1.309, 5.398)
H (-5.292, -0.021, 4.087)
H (-3.512, 0.257, 4.733)
H (-5.084, 3.817, 4.482)
H (-4.879, 5.570, 2.210)
H (-4.938, 5.825, -0.302)
H (-5.223, 3.428, -2.019)
H (-3.642, 4.206, -2.700)
H (-5.258, 5.292, -2.656)
H (-1.813, 5.301, -0.195)
H (-2.461, 6.155, -1.854)
H (-2.865, 6.889, -0.165)
H (-0.111, -0.203, -2.417)
H (-1.853, -2.067, -2.720)
H (-3.242, -1.013, -0.149)
H (-5.702, -1.550, -1.089)
H (-5.087, 0.096, -1.946)
H (-5.077, -1.649, -2.865)
C (0.413, -7.152, -2.668)
C (1.493, -8.211, -2.878)
C (2.506, -7.857, -3.991)
O (2.004, -8.013, -5.321)
C (1.174, -6.951, -5.764)
N (0.847, -9.508, -3.131)
H (-0.372, -7.192, -3.426)
H (-0.079, -7.301, -1.698)
H (0.843, -6.144, -2.671)
H (2.054, -8.287, -1.939)
H (3.349, -8.554, -3.911)
H (2.923, -6.852, -3.851)
H (1.500, -5.982, -5.374)
H (0.137, -7.148, -5.486)
H (1.216, -6.917, -6.856)
H (1.567, -10.231, -3.160)
H (0.488, -9.487, -4.090)
C (4.156, 7.957, 1.403)
C (3.485, 6.587, 1.351)
C (4.333, 5.454, 1.974)
O (5.428, 5.018, 1.164)
C (6.565, 5.867, 1.209)
N (3.123, 6.284, -0.042)
H (4.926, 8.081, 0.637)
H (3.414, 8.748, 1.232)
H (4.614, 8.136, 2.382)
H (2.560, 6.661, 1.935)
H (3.685, 4.575, 2.090)
H (4.677, 5.716, 2.982)
H (6.711, 6.310, 2.199)
H (6.477, 6.646, 0.449)
H (7.447, 5.270, 0.962)
H (2.577, 5.421, -0.058)
H (3.986, 6.032, -0.533)

Its net charge is +1.

***

# 2
Below is a 10-piece molecular cluster, C38H68Cl2O18S5 overall, with properties calculated with ωB97M-V with the def2-TZVPD basis set.

Cartesian coordinates (Å):
C (5.284, -8.912, -1.283)
C (4.151, -8.796, -2.213)
C (3.374, -7.505, -1.865)
S (4.635, -6.263, -1.539)
O (4.529, -5.731, -0.222)
O (4.871, -5.387, -2.634)
C (5.989, -7.519, -1.497)
H (5.882, -9.803, -1.474)
H (5.033, -8.890, -0.222)
H (3.503, -9.658, -2.053)
H (4.496, -8.840, -3.246)
H (2.835, -7.570, -0.920)
H (2.612, -7.091, -2.525)
H (6.752, -7.230, -0.774)
H (6.497, -7.527, -2.461)
C (5.828, 6.041, 5.343)
C (5.345, 4.553, 5.413)
C (6.607, 3.724, 5.739)
S (8.115, 4.572, 5.053)
O (8.563, 4.141, 3.734)
O (9.121, 4.677, 6.080)
C (7.292, 6.235, 4.862)
H (5.621, 6.434, 6.339)
H (5.163, 6.702, 4.786)
H (4.817, 4.251, 4.508)
H (4.610, 4.471, 6.213)
H (6.610, 2.639, 5.638)
H (6.768, 3.835, 6.811)
H (7.470, 6.507, 3.822)
H (7.886, 6.922, 5.465)
C (3.483, 7.572, -2.639)
C (2.388, 8.117, -3.666)
C (2.039, 9.600, -3.289)
S (2.132, 9.699, -1.429)
O (0.834, 9.588, -0.782)
O (2.928, 10.851, -1.064)
C (3.092, 8.099, -1.224)
H (4.474, 7.951, -2.887)
H (3.689, 6.501, -2.652)
H (1.409, 7.643, -3.733)
H (2.944, 8.043, -4.601)
H (0.972, 9.756, -3.446)
H (2.618, 10.357, -3.817)
H (2.462, 7.364, -0.725)
H (3.950, 8.317, -0.588)
C (-6.029, 7.923, 0.950)
C (-5.421, 6.896, -0.024)
C (-5.170, 5.544, 0.718)
S (-4.704, 5.968, 2.461)
O (-3.222, 6.125, 2.598)
O (-5.522, 5.117, 3.338)
C (-5.379, 7.696, 2.356)
H (-7.117, 7.886, 1.009)
H (-5.964, 8.952, 0.595)
H (-4.504, 7.276, -0.474)
H (-6.109, 6.740, -0.854)
H (-4.534, 4.751, 0.324)
H (-6.202, 5.215, 0.844)
H (-4.483, 8.314, 2.412)
H (-5.915, 7.901, 3.282)
C (0.302, 0.113, -0.257)
C (-0.555, 0.152, -1.562)
C (-1.281, -1.174, -1.485)
S (-1.533, -1.565, 0.285)
O (-1.012, -2.924, 0.426)
O (-3.007, -1.297, 0.457)
C (-0.546, -0.224, 0.952)
H (1.042, 0.903, -0.132)
H (1.022, -0.686, -0.432)
H (-0.099, 0.327, -2.537)
H (-1.098, 1.096, -1.532)
H (-0.757, -2.032, -1.907)
H (-2.199, -1.208, -2.072)
H (-0.207, -0.560, 1.932)
H (-1.192, 0.653, 1.002)
O (-2.891, -0.755, 8.184)
C (-4.117, -1.052, 8.082)
O (-4.611, -1.746, 7.046)
C (-6.006, -1.595, 6.968)
C (-6.306, -1.452, 8.475)
C (-5.207, -0.605, 8.973)
H (-6.363, -2.527, 6.528)
H (-6.118, -0.702, 6.353)
H (-6.390, -2.404, 8.998)
H (-7.173, -0.807, 8.617)
H (-4.786, -0.918, 9.928)
H (-5.315, 0.458, 8.755)
O (1.803, 3.891, -9.503)
C (1.688, 4.777, -10.376)
O (0.552, 4.974, -10.975)
C (0.525, 6.055, -11.877)
C (1.902, 6.521, -12.058)
C (2.671, 5.638, -11.022)
H (-0.255, 6.809, -11.772)
H (0.340, 5.643, -12.869)
H (1.979, 7.588, -11.849)
H (2.378, 6.538, -13.038)
H (3.104, 6.228, -10.214)
H (3.446, 4.961, -11.383)
O (-5.634, -7.348, -2.705)
C (-5.850, -7.747, -1.531)
O (-5.150, -8.653, -0.826)
C (-5.630, -8.785, 0.529)
C (-6.991, -8.214, 0.659)
C (-6.998, -7.378, -0.613)
H (-4.910, -8.367, 1.233)
H (-5.690, -9.866, 0.662)
H (-7.216, -7.784, 1.635)
H (-7.683, -9.050, 0.556)
H (-6.879, -6.376, -0.200)
H (-7.884, -7.488, -1.238)
O (-1.146, -9.890, 8.659)
C (-0.544, -9.047, 8.058)
O (0.022, -8.051, 8.705)
C (0.561, -7.046, 7.823)
C (0.564, -7.745, 6.454)
C (-0.469, -8.947, 6.555)
H (1.546, -6.766, 8.195)
H (0.103, -6.057, 7.791)
H (1.535, -8.233, 6.369)
H (0.345, -7.031, 5.659)
H (-0.269, -9.815, 5.928)
H (-1.489, -8.695, 6.266)
Cl (1.210, -7.366, -8.978)
C (0.821, -5.887, -9.886)
C (-0.211, -5.052, -9.057)
Cl (-0.459, -3.531, -9.924)
H (0.530, -6.029, -10.926)
H (1.664, -5.200, -9.968)
H (0.258, -4.931, -8.081)
H (-1.184, -5.463, -8.787)

Its net charge is 0. As for the SMILES: O=S1(=O)CCCC1.O=S1(=O)CCCC1.O=S1(=O)CCCC1.O=S1(=O)CCCC1.O=S1(=O)CCCC1.O=C1CCCO1.O=C1CCCO1.O=C1CCCO1.O=C1CCCO1.ClCCCl.

***

Lowest unoccupied orbital energy for the records above, in order: -4.47; 0.26 eV